# 1
This record from OMol25 describes a molecular structure, C29H34N7PdSSi. The level of theory is the ωB97M-V functional and the def2-TZVPD basis.

frontier orbital gap: 7.4 eV
E_HOMO: -10.30 eV
LUMO energy: -2.89 eV
total charge: +1
ΔE to the lowest compared entry with this formula, charge and spin: 9.2 kcal per mole
DFT total energy: -2324.195320 hartree

```
73
Properties=species:S:1:pos:R:3:forces:R:3:mulliken_charge:R:1
Pd -0.0227 -0.6654 0.0938 -0.1 0.5 -0.4 0.4616
S -0.6903 -1.1088 -2.5535 0.0 -0.1 0.2 -0.4620
Si 1.6575 -0.8000 2.6051 0.1 0.1 0.0 0.2473
N 2.0220 -0.2238 -0.0515 0.1 -0.2 0.0 0.4954
N -1.8704 1.5849 -0.2879 -0.2 0.0 -0.1 0.0422
N -0.5955 -0.8891 -5.1516 0.1 0.1 0.0 -0.0264
N -4.0677 1.7230 -0.1107 0.0 -0.1 0.0 -0.1104
N 0.8413 0.5544 -4.0135 0.1 0.1 0.0 -0.1407
N -1.9640 -1.2977 0.2080 -0.1 0.0 0.1 0.3594
N -4.1361 -1.3107 0.0134 0.0 0.1 0.0 -0.1397
C -0.0887 -0.4243 -3.9551 -0.1 -0.1 -0.1 0.0734
C 2.9349 -3.3342 2.7399 0.0 0.0 0.0 0.0456
C -3.6096 3.0037 -0.2705 0.0 0.0 0.0 -0.4613
C -3.0261 -0.5362 0.0394 0.0 -0.2 0.0 0.3691
C 3.0177 -4.7174 2.6771 0.0 0.0 0.0 -0.7441
C 0.6606 -4.8313 2.2303 0.0 0.0 0.0 -0.5852
C -2.4002 -2.5987 0.2810 -0.1 0.0 0.0 -0.6900
C 3.0303 1.5241 5.7614 0.0 0.0 0.0 -0.7140
C 1.7212 -2.6723 2.5336 0.1 0.1 0.0 0.3381
C -0.2318 -0.4052 -6.3554 0.0 0.0 0.1 -0.0166
C 1.8782 -5.4685 2.4186 0.0 0.0 0.0 -0.5410
C -2.2537 2.8935 -0.3772 0.0 0.1 0.0 -0.5762
C -3.7529 -2.6213 0.1655 0.0 -0.1 0.0 -0.8839
C 2.7304 -0.0145 1.2463 -0.1 0.0 0.1 -1.1150
C 2.6381 1.0805 4.5077 0.0 0.0 0.0 -0.4437
C 2.2424 0.9243 -0.9646 0.0 0.1 0.0 -0.7126
C 3.6934 1.0580 -1.4245 0.0 0.0 0.0 -0.6855
C 2.4536 -1.5179 -0.6967 -0.2 -0.3 -0.1 -0.5063
C -2.9799 0.9018 -0.1274 0.1 0.3 0.1 0.0892
C 3.1985 -1.3395 -2.0095 0.1 0.2 0.1 -0.3880
C 0.6915 0.5893 -6.4158 0.0 0.0 0.0 -0.9279
C 4.2986 -0.2964 -1.8435 0.0 0.0 0.0 -0.7852
C 0.0202 -0.1323 2.0375 0.1 -0.2 0.1 -1.5256
C 2.2735 -1.1157 5.3865 0.0 -0.1 0.0 -0.2415
C 3.0424 0.6425 6.8339 0.0 0.0 0.0 -0.4265
C 2.6619 -0.6780 6.6448 0.0 0.0 0.0 -0.6915
C 2.2563 -0.2472 4.2936 -0.1 0.0 -0.1 0.6473
C 0.5890 -3.4457 2.2853 0.0 0.0 0.0 -0.4167
C 1.2049 1.0283 -5.1804 0.0 0.0 0.0 0.1052
H 1.9268 1.8223 -0.4323 -0.1 0.0 0.0 0.5003
H 1.0165 1.0111 -7.3528 0.0 0.0 0.0 0.4055
H -0.3657 -2.9506 2.1506 0.0 0.0 0.0 0.4243
H 3.6043 -2.3099 -2.2989 0.0 0.0 0.0 0.5007
H -0.2332 -5.4164 2.0497 0.0 0.0 0.0 0.4264
H 3.3259 2.5557 5.9037 0.0 0.0 0.0 0.3958
H 1.9852 -2.1526 5.2543 0.0 0.0 0.0 0.3242
H -4.4607 -3.4299 0.1745 0.0 0.0 0.0 0.4389
H -1.5351 3.6846 -0.5079 0.0 0.0 0.0 0.4202
H 1.9385 -6.5482 2.3744 0.0 0.0 0.0 0.3877
H 3.9675 -5.2114 2.8370 0.0 0.0 0.0 0.4104
H 3.0561 -2.0779 0.0194 0.1 0.1 0.0 0.3370
H 3.7733 -0.3317 1.1699 0.0 0.0 0.0 0.3305
H 2.6306 1.7899 3.6863 0.0 0.0 0.0 0.2529
H -1.7144 -3.4175 0.4064 0.0 0.0 0.0 0.5051
H 1.9551 1.8124 -5.1624 0.0 0.0 0.0 0.4375
H 3.3474 0.9847 7.8143 0.0 0.0 0.0 0.3833
H 4.8815 -0.1897 -2.7585 0.0 0.0 0.0 0.4133
H 2.6697 -1.3689 7.4781 0.0 0.0 0.0 0.3933
H 3.8323 -2.7630 2.9583 0.0 0.0 0.0 0.4464
H 2.7438 1.0602 1.4490 0.0 0.0 0.0 0.6562
H -1.2761 -1.6335 -5.0832 0.0 0.0 0.0 0.2643
H -0.8602 -0.4792 2.5807 0.0 0.0 0.0 0.7394
H 0.0048 0.9614 2.0041 0.0 0.0 0.0 0.4938
H -4.2756 3.8479 -0.2892 0.0 0.0 0.0 0.4299
H 3.6970 1.7596 -2.2616 0.0 0.0 0.0 0.4443
H 4.2997 1.5174 -0.6421 0.0 0.0 0.0 0.2910
H 1.5533 -2.1209 -0.8654 0.2 -0.1 -0.1 0.1138
H -5.0793 -0.9960 -0.1299 0.0 0.0 0.0 0.1842
H 1.5766 0.8033 -1.8147 0.0 0.0 0.0 0.0723
H -5.0291 1.4721 0.0395 0.0 0.0 0.0 0.1714
H -0.7088 -0.8528 -7.2157 0.0 0.0 0.0 0.4303
H 2.5032 -1.0325 -2.7940 0.0 0.0 0.0 -0.0761
H 4.9953 -0.6463 -1.0767 0.0 0.0 0.0 0.3352
```
Forces are in eV/Å.

---

# 2
This record from OMol25 describes a single C3H6FN molecule at a distorted geometry. The level of theory is the ωB97M-V functional and the def2-TZVPD basis.

frontier orbital gap: 11.2 eV
E_HOMO: -10.11 eV
LUMO energy: 1.07 eV
ΔE to the lowest compared entry with this formula, charge and spin: 57.8 kcal per mole
DFT total energy: -272.399053 hartree
structure (SMILES): FC[C@@H]1CN1

```
11
Properties=species:S:1:pos:R:3:forces:R:3:mulliken_charge:R:1
F -2.3470 -0.6082 -0.0074 -0.3 -1.5 0.2 -0.2877
N 1.3757 -1.0674 -0.1476 -2.5 3.0 3.1 -0.4955
C -1.2276 0.2066 -0.1218 -3.6 2.6 -0.4 -0.3663
C 0.0064 -0.3925 0.4632 2.6 -0.6 -1.7 -0.0590
C 1.2227 0.4157 0.0445 2.1 -0.8 2.9 -0.3313
H -1.5981 0.7720 -1.1106 2.6 -1.3 1.4 0.3152
H 2.1020 0.8867 0.7620 -2.7 -1.1 -1.8 0.2115
H 1.3665 -1.2798 -1.0802 -0.5 -0.7 -3.1 0.2134
H -0.3015 -0.9528 1.3568 0.9 0.8 0.1 0.3080
H -1.5108 1.0037 0.6529 0.9 -0.6 -0.8 0.2364
H 0.9116 1.0161 -0.8120 0.7 0.1 0.0 0.2554
```
Forces are in eV/Å.

---

# 3
This record from OMol25 describes a molecular structure, C13H10N2 at a distorted geometry. The level of theory is the ωB97M-V functional and the def2-TZVPD basis.

frontier orbital gap (alpha / beta): 7.1 / 7.1 eV
E_HOMO (alpha / beta): -7.71 / -7.72 eV
LUMO energy (alpha / beta): -0.65 / -0.65 eV
ΔE to the lowest compared entry with this formula, charge and spin: 86.5 kcal per mole
DFT total energy: -610.734469 hartree

```
25
Properties=species:S:1:pos:R:3:forces:R:3:mulliken_charge:R:1
N 0.8609 -1.6644 0.3174 -0.7 -0.2 0.9 0.0938
N 2.0993 -2.1321 -0.2729 0.5 -0.3 -0.5 -0.9745
C 3.7860 -0.1423 -0.3448 0.5 0.2 -0.2 -0.6879
C -3.2126 0.7013 -0.8376 0.0 0.1 -0.1 -0.5991
C 1.4091 -0.2847 0.2874 0.0 -0.6 -1.4 0.4996
C 3.6781 1.1650 0.0447 0.3 -0.5 -0.2 -0.3053
C -3.2618 -0.7820 1.0487 -0.1 0.1 0.0 -0.5950
C 2.4919 1.7384 0.5819 -0.6 0.2 0.3 -0.4605
C 2.6143 -0.9069 -0.1984 -1.4 0.1 0.4 0.7827
C 0.0498 -1.1002 -0.6611 1.4 0.4 0.1 -0.0870
C -1.9285 0.2888 -1.1412 0.0 -0.1 0.1 -0.2345
C -3.8877 0.1589 0.2464 0.0 0.0 0.0 -0.3636
C 1.3259 1.0341 0.7371 0.1 0.4 0.3 -0.8239
C -1.2953 -0.6683 -0.3443 -0.6 0.1 0.4 -0.0313
C -1.9695 -1.1827 0.7665 0.2 -0.1 -0.1 -0.2181
H -3.7008 1.4415 -1.4546 0.0 0.0 -0.1 0.3762
H 2.5290 2.7754 0.8768 -0.1 0.1 0.0 0.3575
H -1.4793 -1.9247 1.3768 0.1 -0.1 0.1 0.4621
H -3.7863 -1.2060 1.8926 0.0 0.0 0.1 0.3817
H 0.4126 1.4635 1.1181 0.0 0.1 0.1 0.4452
H -4.9034 0.4639 0.4557 0.0 0.0 0.0 0.3812
H -1.4054 0.7113 -1.9870 0.0 0.0 -0.1 0.4104
H 4.6938 -0.5514 -0.7583 0.2 0.0 0.0 0.4076
H 0.3417 -1.2099 -1.6998 0.2 0.0 0.0 0.4306
H 4.5382 1.8135 -0.0497 0.1 0.0 0.0 0.3520
```
Forces are in eV/Å.

---

# 4
This record from OMol25 describes 16 unconnected molecules or ions with the total composition C21H37Cl30N2O3 at a distorted geometry. The level of theory is the ωB97M-V functional and the def2-TZVPD basis.

frontier orbital gap: 6.7 eV
E_HOMO: -5.50 eV
LUMO energy: 1.20 eV
total charge: -1
DFT total energy: -14963.248609 hartree

```
93
Properties=species:S:1:pos:R:3:forces:R:3:mulliken_charge:R:1
Cl 7.4312 -0.4718 4.0394 0.0 0.0 0.0 -0.1960
Cl -2.1563 0.1576 -6.8175 0.0 0.0 -0.3 -0.1435
Cl 5.7624 5.0280 4.5702 0.1 0.2 -0.1 -0.2548
Cl -11.3281 -5.7466 -7.3084 0.0 0.0 0.0 -0.1681
Cl -6.0798 -5.3151 -4.3101 0.0 0.0 -0.1 -0.1726
Cl -6.0570 -0.6431 -4.2085 -0.1 0.1 0.1 -0.1302
Cl -5.2178 1.5936 -0.2057 -0.1 0.0 0.0 -0.1667
Cl 0.8420 3.2415 0.3094 0.3 0.2 0.1 -0.0805
Cl 5.0320 -0.8866 -2.7491 0.0 0.0 0.0 -0.1387
Cl 4.6757 2.5636 3.4132 0.1 0.0 0.0 -0.1482
Cl -8.4093 -4.4451 -2.7754 -0.1 0.1 0.0 -0.1653
Cl 1.3517 3.4354 11.7976 0.0 0.0 0.0 -0.2084
Cl -6.8242 1.5231 -7.0459 -0.1 0.0 0.0 -0.1135
Cl 0.8343 -0.0274 -0.2341 0.0 -0.2 0.0 -0.0818
Cl 12.2794 0.3526 4.7529 0.0 0.0 0.0 -0.1820
Cl 0.5204 2.1270 9.3104 -0.1 0.0 0.0 -0.1479
Cl 11.2603 -2.2153 5.7182 0.0 0.0 0.0 -0.1817
Cl -2.3807 3.7780 -0.1935 -0.2 0.5 -0.3 -0.1153
Cl -1.6144 -2.6179 -10.6923 0.0 -0.2 -0.2 -0.1471
Cl -5.5290 1.1993 -9.6541 0.0 0.0 -0.1 -0.1680
Cl -10.0854 -3.3436 -6.1892 0.0 0.0 0.0 -0.1548
Cl -4.1131 -2.0128 -6.9789 -0.1 0.0 -0.1 -0.1190
Cl -2.8808 1.2451 1.5654 -0.2 -0.4 0.1 -0.0274
Cl 0.1502 -0.3534 -10.1698 0.0 0.0 0.0 -0.1324
Cl -0.9699 3.4326 -2.7379 0.0 0.0 -0.1 -0.1714
Cl 0.4510 2.1753 3.0371 0.2 0.8 -0.8 0.0050
Cl 3.0903 -3.0589 -3.1877 0.2 -0.1 -0.1 -0.1311
Cl -3.2695 0.1122 -3.7065 -0.1 0.0 0.3 -0.0828
Cl 0.5193 -0.8569 -3.0201 -0.1 0.1 -0.1 -0.1430
Cl 8.1858 1.4979 6.0711 0.2 -0.1 0.2 -0.2228
O 4.7312 1.3412 6.3734 0.1 -0.9 0.0 -0.8391
O 1.7097 -1.2488 8.7663 0.6 0.2 0.5 -0.4576
O 3.1758 2.7532 7.0631 -0.3 -0.1 -0.1 -0.7583
N 2.6450 -0.5312 5.7257 0.6 0.6 -1.1 0.4151
N 3.2009 -1.1360 6.9004 -0.4 0.1 1.0 -0.8636
C 1.5884 -1.3061 5.0935 0.7 0.6 -0.2 -0.5486
C -2.4670 3.1476 -1.8365 -0.1 -0.1 0.1 0.0937
C -6.9891 0.9177 -8.6967 -0.1 -0.1 0.0 -0.2875
C -4.3403 0.5113 0.8948 0.2 -0.2 0.2 -0.3967
C -0.1628 -1.7494 -11.2035 0.1 0.0 -0.1 -0.2278
C -2.9925 -0.9816 -7.8809 0.1 0.1 0.0 0.2970
C 1.6073 -0.1555 -1.8143 0.0 0.1 0.1 -0.1157
C 2.4772 -1.1226 7.9000 -0.7 -0.5 -1.2 0.7936
C -4.9312 0.6820 -3.8805 0.1 0.2 0.0 -0.0599
C 7.2570 0.0249 5.7359 -0.2 -0.2 0.2 0.5863
C -7.2795 -4.0378 -4.0749 0.1 0.0 0.0 0.5950
C 5.6655 3.2633 4.7124 0.2 0.2 0.1 0.3091
C 2.4119 0.9008 5.8050 0.1 0.3 1.3 0.5734
C -0.4425 0.2201 4.5828 0.7 -0.7 0.6 -0.7207
C 3.5438 1.7098 6.4818 -0.1 0.4 0.6 0.2210
C -10.1835 -5.1100 -6.1229 0.0 -0.1 0.1 -0.2248
C 10.8651 -0.7025 4.8867 -0.1 0.0 0.0 0.3299
C 1.7898 3.0392 10.1208 0.2 0.0 -0.3 -0.1779
C 4.5814 -2.2785 -3.7407 0.0 -0.1 -0.1 -0.2436
C 1.3935 3.2620 1.9905 0.2 0.1 0.3 -0.1875
C 0.6589 -0.4926 4.2119 -0.6 0.0 -0.1 -0.2904
H -7.8372 -3.9077 -4.9942 0.0 0.0 0.1 -0.0844
H 0.9282 -0.4769 3.1532 -0.9 -1.4 -0.2 0.2997
H 0.6839 -2.4234 -11.1488 0.0 0.0 0.1 0.2685
H 1.9563 3.9590 9.5749 0.0 0.0 0.0 0.2697
H 2.6941 2.4439 10.1262 0.0 0.0 0.0 0.2387
H -0.3410 1.0184 5.3202 -0.6 -1.2 1.2 0.3446
H 2.3276 1.3676 4.8211 -0.1 -0.5 -0.1 -0.2274
H -4.9769 1.3866 -4.7045 0.0 -0.1 -0.1 0.2022
H 2.4211 2.9145 2.0568 -0.1 0.1 -0.2 -0.0899
H 1.3210 4.2756 2.3699 -0.1 0.0 0.0 0.3896
H -6.7668 -3.1184 -3.8193 0.0 -0.1 0.1 -0.1610
H -10.5082 -5.4006 -5.1305 -0.1 0.1 0.0 0.2907
H -4.0599 -0.3817 0.3476 0.0 0.1 -0.1 0.2400
H 2.4759 -0.7913 -1.7244 0.0 -0.1 0.0 0.0468
H -3.5528 -0.4222 -8.6185 -0.1 0.1 0.1 -0.0254
H -2.2599 -1.6111 -8.3694 0.0 0.0 0.2 -0.0212
H -1.4198 0.0222 4.1549 0.3 1.2 -1.2 0.3525
H 6.2056 0.2196 5.9483 -0.1 0.2 -0.1 -0.4573
H -5.2280 1.1645 -2.9562 0.0 -0.1 0.0 0.0513
H 2.0714 -2.0348 4.4276 -0.1 0.0 0.1 0.3096
H 10.5064 -0.9346 3.8920 0.1 0.0 0.0 0.2579
H 4.4366 -1.9439 -4.7612 -0.1 0.1 0.0 0.2532
H -2.6420 2.0789 -1.7910 0.1 0.0 0.0 -0.1567
H 1.5074 1.1380 6.3909 0.1 0.0 -0.1 0.0308
H -7.8153 1.4327 -9.1725 0.1 0.1 0.0 0.3404
H -0.3029 -1.4072 -12.2221 -0.1 0.0 0.0 0.2584
H 1.9005 0.8366 -2.1413 -0.1 0.0 0.0 0.2626
H 5.2201 3.0059 5.6713 0.0 0.1 -0.2 0.0071
H -9.2018 -5.5217 -6.3302 0.0 0.0 -0.1 0.2680
H -5.0047 0.2547 1.7113 0.0 0.1 0.0 0.3660
H 6.6697 2.8472 4.6444 -0.3 0.2 -0.2 0.0583
H 7.6265 -0.7708 6.3733 0.2 0.0 -0.1 0.4283
H -3.2832 3.6382 -2.3555 0.1 0.1 0.0 0.3245
H -7.1828 -0.1481 -8.6581 0.1 0.0 0.0 0.2273
H 5.3859 -3.0031 -3.6958 0.0 0.0 0.1 0.2902
H 0.9643 -1.9101 5.7669 0.1 0.4 0.3 0.2570
H 10.0960 -0.1855 5.4480 0.1 0.0 0.0 -0.2351
```
Forces are in eV/Å.